The following is a quantum chemistry calculation of one molecule with the formula C10H11ClOS in a non-equilibrium geometry, from OMol25.

HOMO-LUMO gap = 9.7 eV
strongest force on any atom = 5.50 eV/Å
relative energy (zero: lowest compared OMol25 entry of this formula, charge and spin) = 21.8 kJ/mol

Each line ends with the Mulliken charge.
Element x y z (Å)
C1 0.909 -2.262 1.801  -0.4695
C2 2.234 -1.994 2.160  -0.8429
C3 0.275 -1.646 0.733  -0.4862
C4 2.807 -0.949 1.477  -0.2519
C5 0.966 -0.737 0.007  0.5187
C6 2.198 -0.338 0.391  0.4521
C7 0.172 0.128 -1.182  -0.7881
C8 -1.291 0.460 -1.010  -0.2914
C9 -2.366 2.630 -0.177  -1.1480
C10 -1.865 1.782 -1.358  -0.5705
O1 -1.000 -2.267 -1.797  -0.5951
S1 -0.991 -0.882 -2.272  0.3096
Cl1 2.911 1.065 -0.263  -0.2270
H1 0.446 -3.157 2.259  0.3021
H2 2.623 -2.359 3.039  0.4523
H3 -0.430 -2.183 0.173  0.4335
H4 3.779 -0.455 1.752  0.2777
H5 0.891 0.607 -1.853  0.6132
H6 -1.653 -0.033 -0.156  0.6103
H7 -3.233 2.397 0.369  0.3728
H8 -2.543 3.587 -0.622  0.3273
H9 -1.383 2.652 0.353  0.2905
H10 -0.978 2.301 -1.553  0.3278
H11 -2.478 1.653 -2.270  0.3825